{"formula": "C28H29F3N4S2Sb2Se4SiW", "method": "the ωB97M-V functional and the def2-TZVPD basis", "de_lowest_kj_mol": 23.8, "lumo_energy_ev": -7.66, "e_tot_ev": -349439.0537, "total_charge": 2, "orbital_gap_ev": 5.83, "homo_energy_ev": -13.5, "multiplicity": 1, "elements": ["W", "N", "C", "N", "C", "C", "S", "C", "C", "S", "C", "N", "N", "H", "H", "H", "H", "H", "H", "Se", "Sb", "Se", "Se", "Se", "C", "Si", "C", "C", "C", "H", "H", "H", "H", "H", "H", "H", "H", "H", "H", "H", "F", "C", "C", "C", "C", "C", "C", "Sb", "C", "C", "C", "C", "F", "C", "C", "C", "C", "C", "C", "F", "C", "C", "H", "H", "H", "H", "H", "H", "H", "H", "H", "H", "H", "H"], "positions_angstrom": [[-1.30, -0.31, 1.68], [0.64, 0.91, 4.44], [0.21, 1.79, 3.51], [-0.34, 1.60, 2.31], [-1.01, 2.75, 1.86], [-0.67, 3.88, 2.53], [0.29, 3.52, 3.95], [-1.90, 2.54, 0.70], [-2.45, 3.45, -0.12], [-3.48, 2.74, -1.29], [-3.15, 1.15, -0.65], [-2.27, 1.24, 0.38], [-3.71, 0.06, -1.19], [0.10, 0.07, 4.54], [0.99, 1.22, 5.31], [-1.06, 4.88, 2.45], [-2.20, 4.51, -0.08], [-4.47, 0.16, -1.87], [-3.42, -0.90, -1.01], [-3.62, -3.36, 4.17], [-2.78, -1.34, 4.89], [0.24, -1.64, 2.58], [-3.06, 0.64, 3.21], [-1.19, -1.38, 6.72], [-3.78, -3.74, -1.17], [-2.02, -3.19, -0.76], [-1.58, -2.23, -2.28], [-0.96, -4.41, 0.09], [-2.25, -1.84, 0.74], [-3.79, -4.45, -2.01], [-4.42, -2.86, -1.37], [-4.34, -4.19, -0.35], [-2.51, -1.91, -2.73], [-1.03, -2.83, -2.97], [-0.93, -1.33, -2.20], [-0.83, -5.24, -0.53], [-1.55, -4.80, 0.95], [-0.02, -4.04, 0.47], [-2.34, -2.49, 1.57], [-3.32, -1.51, 0.57], [0.50, 4.14, -4.99], [0.57, 3.42, -3.85], [-0.45, 2.48, -3.65], [-0.37, 1.69, -2.47], [0.73, 1.85, -1.64], [1.80, 2.71, -1.94], [1.64, 3.54, -3.01], [0.96, 0.40, -0.14], [1.75, -1.03, -1.42], [2.22, -2.25, -1.01], [2.73, -3.23, -1.89], [2.79, -2.91, -3.26], [3.45, -3.69, -4.10], [2.27, -1.73, -3.73], [1.79, -0.80, -2.82], [2.62, 0.98, 1.06], [2.86, 2.35, 1.30], [3.86, 2.76, 2.16], [4.59, 1.79, 2.76], [5.46, 2.15, 3.72], [4.41, 0.44, 2.57], [3.36, 0.04, 1.78], [-1.26, 2.41, -4.38], [-1.13, 0.92, -2.27], [2.63, 2.78, -1.27], [2.50, 4.15, -3.23], [2.14, -2.52, 0.07], [3.09, -4.17, -1.45], [2.18, -1.46, -4.78], [1.37, 0.14, -3.27], [2.16, 3.08, 0.89], [3.92, 3.81, 2.43], [4.99, -0.31, 3.10], [3.17, -1.01, 1.70]]}

=====

{"formula": "C28H29FNOSm", "method": "the ωB97M-V functional and the def2-TZVPD basis", "lumo_energy_ev": [-0.86, -0.82], "e_tot_ev": -53661.6530, "orbital_gap_ev": [6.29, 6.33], "homo_energy_ev": [-7.1, -7.1], "multiplicity": 6, "elements": ["C", "C", "C", "H", "C", "C", "H", "C", "C", "C", "H", "C", "C", "H", "H", "H", "H", "H", "H", "Sm", "C", "C", "C", "H", "H", "H", "H", "H", "H", "C", "C", "H", "H", "O", "N", "C", "H", "C", "C", "H", "C", "H", "C", "H", "C", "H", "C", "H", "H", "H", "F", "C", "C", "C", "C", "C", "C", "H", "H", "H", "H"], "positions_angstrom": [[2.37, -0.10, 2.14], [2.39, -0.82, 0.91], [2.11, 0.09, -0.14], [2.66, -1.86, 0.79], [1.93, 1.40, 0.44], [2.09, 1.28, 1.85], [1.73, 2.32, -0.12], [-1.16, -2.32, 2.43], [0.11, -2.70, 1.90], [-0.02, -2.88, 0.50], [1.02, -2.84, 2.50], [-1.39, -2.62, 0.13], [-2.09, -2.30, 1.35], [2.19, -0.13, -1.21], [2.03, 2.08, 2.59], [2.64, -0.52, 3.12], [-3.16, -2.11, 1.42], [0.77, -3.24, -0.17], [-1.38, -2.10, 3.48], [-0.11, 0.32, 1.21], [-1.80, -2.01, -1.25], [-3.31, -1.84, -1.44], [-1.08, -2.67, -2.41], [-3.86, -2.78, -1.27], [-3.49, -1.46, -2.46], [-3.70, -1.07, -0.73], [-1.33, -3.74, -2.44], [0.00, -2.57, -2.33], [-1.40, -2.20, -3.34], [-1.27, -0.55, -0.96], [-1.29, 0.91, -1.31], [-0.18, -0.81, -0.93], [-1.82, -0.44, 0.01], [-1.00, 1.65, -0.25], [-1.29, 1.44, -2.53], [-0.16, 2.26, -3.03], [-2.12, 1.37, -3.11], [1.11, 1.52, -3.43], [2.30, 2.24, -3.27], [2.23, 3.24, -2.83], [3.53, 1.71, -3.65], [4.43, 2.29, -3.48], [3.58, 0.45, -4.25], [4.53, 0.04, -4.58], [2.40, -0.29, -4.41], [2.44, -1.28, -4.86], [1.16, 0.23, -3.99], [0.24, -0.34, -4.12], [0.09, 2.96, -2.22], [-0.55, 2.84, -3.89], [-1.69, 2.70, 7.07], [-1.42, 2.11, 5.85], [-0.40, 1.15, 5.81], [-0.12, 0.56, 4.56], [-0.85, 0.98, 3.47], [-1.88, 1.89, 3.51], [-2.17, 2.50, 4.75], [0.15, 0.86, 6.70], [0.66, -0.20, 4.48], [-2.46, 2.15, 2.61], [-2.96, 3.25, 4.84]]}

=====

{"formula": "C28H29FNOTi", "method": "the ωB97M-V functional and the def2-TZVPD basis", "de_lowest_kj_mol": 0.0, "lumo_energy_ev": -3.59, "e_tot_ev": -58869.6719, "total_charge": 1, "orbital_gap_ev": 7.41, "homo_energy_ev": -11.0, "multiplicity": 1, "elements": ["C", "C", "C", "H", "C", "C", "H", "C", "C", "C", "H", "C", "C", "H", "H", "H", "H", "H", "H", "Ti", "C", "C", "C", "H", "H", "H", "H", "H", "H", "C", "C", "H", "H", "O", "N", "C", "H", "C", "C", "H", "C", "H", "C", "H", "C", "H", "C", "H", "H", "H", "F", "C", "C", "C", "C", "C", "C", "H", "H", "H", "H"], "positions_angstrom": [[-1.84, -2.71, 0.79], [-2.34, -1.92, -0.29], [-1.24, -1.49, -1.10], [-3.37, -1.74, -0.52], [-0.05, -2.08, -0.54], [-0.42, -2.81, 0.63], [0.98, -1.99, -0.92], [-2.40, 0.69, 2.69], [-3.23, 0.30, 1.61], [-2.70, 0.83, 0.40], [-4.14, -0.31, 1.66], [-1.52, 1.59, 0.73], [-1.34, 1.52, 2.17], [-1.30, -0.78, -1.92], [0.25, -3.33, 1.30], [-2.43, -3.20, 1.55], [-0.55, 2.02, 2.74], [-3.16, 0.85, -0.61], [-2.58, 0.50, 3.76], [-0.86, -0.55, 1.07], [-0.61, 2.26, -0.28], [0.16, 3.42, 0.35], [-1.34, 2.83, -1.50], [-0.55, 4.17, 0.73], [0.77, 3.83, -0.46], [0.84, 3.05, 1.14], [-2.05, 3.62, -1.22], [-1.88, 2.07, -2.08], [-0.56, 3.28, -2.12], [0.32, 1.15, -0.81], [1.74, 1.06, -0.35], [0.27, 1.17, -1.91], [-0.05, 0.15, -0.54], [1.85, 0.56, 0.80], [2.80, 1.51, -1.12], [3.24, 0.73, -2.33], [3.62, 1.73, -0.54], [2.16, 0.23, -3.22], [2.02, -1.14, -3.52], [2.72, -1.85, -3.09], [0.99, -1.57, -4.36], [0.93, -2.61, -4.66], [0.02, -0.66, -4.79], [-0.84, -1.01, -5.39], [0.10, 0.68, -4.38], [-0.74, 1.36, -4.58], [1.24, 1.14, -3.72], [1.36, 2.20, -3.46], [3.78, -0.18, -2.03], [3.98, 1.39, -2.85], [2.00, -2.98, 6.07], [1.27, -2.28, 5.14], [1.98, -1.41, 4.30], [1.24, -0.82, 3.26], [-0.07, -1.16, 3.01], [-0.78, -1.96, 3.91], [-0.09, -2.58, 4.96], [3.05, -1.23, 4.37], [1.77, -0.11, 2.65], [-1.86, -2.11, 3.79], [-0.57, -3.33, 5.60]]}